# C8H13NO2S2

A 2-piece molecular cluster, C8H13NO2S2 overall (ωB97M-V with the def2-TZVPD basis set, OMol25).

```
! RIJCOSX wB97M-V def2-TZVPD def2/J DEFGRID3
* xyz 0 1
C -2.8786 -1.1953 1.4434
S -3.3321 0.4797 0.9380
C -1.8497 1.3836 1.4541
C -0.6672 1.1688 0.5423
C -0.3863 2.0846 -0.5595
O 0.3712 2.1314 0.6448
H -2.0341 -1.5853 0.8700
H -2.6469 -1.2340 2.5113
H -3.7454 -1.8343 1.2527
H -2.1128 2.4451 1.4575
H -1.5959 1.1111 2.4849
H -0.3153 0.1402 0.4559
H 0.1547 1.7319 -1.4355
H -1.0482 2.9321 -0.7266
O -0.3728 -0.9968 -1.1392
C 0.9344 -0.9007 -0.7991
C 1.4587 -1.2143 0.4789
C 2.8141 -0.9830 0.4147
N 3.1283 -0.5515 -0.8348
C 1.9791 -0.4968 -1.6054
S 1.9294 0.0709 -3.2529
H -0.4638 -0.6661 -2.0445
H 0.8968 -1.5671 1.3335
H 3.5763 -1.0941 1.1736
H 4.0399 -0.2728 -1.1587
H 2.1663 -1.0873 -3.8995
*
```

The value obtained for the electronic energy is -35760.488 eV. As for the HOMO energy: -8.4 eV. The energy relative to the best compared isomer or geometry (same formula, charge and spin) is 0.0 kJ/mol. As for the SMILES: CSC[C@H]1CO1.Oc1cc[nH]c1S.

=====

# C6H14O

A 2-piece molecular cluster, C6H14O overall (ωB97M-V with the def2-TZVPD basis set, OMol25).

```
! RIJCOSX wB97M-V def2-TZVPD def2/J DEFGRID3
* xyz 0 1
C -3.6929 0.2216 0.5910
C -2.3845 -0.4930 0.4339
C -1.2086 0.1286 0.4455
O -0.0325 -0.5447 0.3758
C 1.1224 0.2320 0.1047
C 2.3093 -0.7112 0.0494
C 3.6318 0.0177 -0.1630
H -3.5737 1.3041 0.4756
H -4.4288 -0.1095 -0.1492
H -4.1280 0.0393 1.5810
H -2.3905 -1.5752 0.3240
H -1.1293 1.2155 0.4988
H 1.2630 0.9876 0.8917
H 1.0084 0.7609 -0.8509
H 2.1362 -1.4347 -0.7542
H 2.3349 -1.2831 0.9823
H 3.8517 0.6959 0.6685
H 3.6176 0.6124 -1.0825
H 4.4607 -0.6923 -0.2404
H -1.6060 0.1833 -1.8246
H -1.1611 0.4445 -2.3574
*
```

The value obtained for the electronic energy is -8494.711 eV. As for the HOMO energy: -8.4 eV. The energy relative to the best compared isomer or geometry (same formula, charge and spin) is 210.5 kJ/mol. As for the SMILES: C/C=C/OCCC.[H][H].

=====

# C45H51BrF12IrN3O3SSi

C45H51BrF12IrN3O3SSi as an isolated structure (ωB97M-V with the def2-TZVPD basis set, OMol25).

```
! RIJCOSX wB97M-V def2-TZVPD def2/J DEFGRID3
* xyz 1 2
Ir 0.4719 0.3031 0.2720
C 1.9171 2.6986 -5.6541
C 1.5317 1.7337 -4.5672
C 2.3619 0.6733 -4.2177
C 2.0244 -0.1940 -3.1959
C 0.8373 -0.0121 -2.4982
N 0.4118 -0.7740 -1.3750
C 0.2922 -2.1654 -1.5037
C 0.4403 -2.7260 -2.7917
C 0.3554 -4.0790 -3.0103
C 0.1001 -4.9743 -1.9744
C 0.0287 -6.4565 -2.2085
C -0.1366 -4.4275 -0.7296
C -0.0565 -3.0558 -0.4791
C -0.3884 -2.5511 0.9069
O -0.4991 -1.1762 1.0557
C 0.6923 -3.0408 1.9184
F 0.3305 -2.7793 3.1866
F 0.9702 -4.3388 1.8450
F 1.8301 -2.3750 1.6883
C -1.7880 -3.0999 1.3593
F -1.6780 -4.3185 1.9032
F -2.6342 -3.1724 0.3390
F -2.3545 -2.3084 2.2841
C -0.0375 1.0152 -2.8768
C 0.3248 1.8881 -3.8953
C -1.3047 1.0825 -2.0303
O -0.9661 1.2202 -0.6692
C -2.2695 -0.1667 -2.2313
F -2.3291 -0.9154 -1.1347
F -1.8697 -0.9187 -3.2586
F -3.5316 0.2032 -2.4943
C -2.1344 2.3509 -2.3825
F -1.3881 3.4678 -2.2770
F -3.1655 2.5214 -1.5510
F -2.5830 2.2951 -3.6343
H 2.8717 2.4298 -6.1027
H 1.9992 3.7136 -5.2626
H 1.1659 2.7174 -6.4447
H 3.2923 0.5283 -4.7539
H 2.6701 -1.0171 -2.9344
H 0.5853 -2.0777 -3.6389
H 0.4677 -4.4481 -4.0230
H 0.5965 -6.7408 -3.0932
H -1.0018 -6.7846 -2.3596
H 0.4248 -7.0076 -1.3560
H -0.4159 -5.0950 0.0745
H -0.3285 2.6907 -4.2047
C 6.9088 -1.2994 2.5890
C 5.4689 -1.3586 2.0370
C 4.5150 -0.8091 3.1090
C 5.0941 -2.8311 1.8124
Si 5.4353 -0.3951 0.3923
Br 3.0739 -0.2327 -0.0139
C 6.0075 1.4239 0.4783
C 5.6520 2.0462 1.8355
C 5.4313 2.3173 -0.6301
C 7.5463 1.4373 0.3535
C 5.9233 -1.3601 -1.1807
C 5.0165 -2.5612 -1.4985
C 7.3544 -1.8958 -0.9586
C 5.9289 -0.4450 -2.4130
H 6.9666 -1.9273 3.4824
H 7.1980 -0.2903 2.8833
H 7.6527 -1.6721 1.8826
H 4.5823 -1.4659 3.9811
H 3.4789 -0.8040 2.7780
H 4.7753 0.1942 3.4407
H 5.1102 -3.3390 2.7805
H 5.7994 -3.3507 1.1654
H 4.0919 -2.9422 1.3982
H 4.5993 1.9485 2.0874
H 5.9050 3.1106 1.8075
H 6.2248 1.6049 2.6503
H 4.3419 2.2922 -0.6695
H 5.8041 2.0604 -1.6175
H 5.7396 3.3479 -0.4279
H 8.0401 0.8577 1.1344
H 7.8980 2.4695 0.4411
H 7.8849 1.0625 -0.6124
H 5.1174 -3.3703 -0.7798
H 5.3073 -2.9541 -2.4767
H 3.9658 -2.2919 -1.5439
H 7.3997 -2.6367 -0.1606
H 8.0748 -1.1085 -0.7309
H 7.6887 -2.3842 -1.8782
H 4.9523 0.0070 -2.5973
H 6.1886 -1.0506 -3.2859
H 6.6738 0.3463 -2.3419
N -0.7602 6.6892 -0.7866
C -0.0832 5.8581 -0.3763
C 0.7634 4.8191 0.1368
C 2.0001 5.1055 0.6973
C 2.7299 4.0521 1.2170
C 2.2245 2.7718 1.1185
N 1.0451 2.4876 0.5436
C 0.3224 3.5041 0.0808
H 2.3656 6.1228 0.7312
H 3.6847 4.2118 1.6959
H 2.7503 1.9259 1.5217
H -0.6499 3.2635 -0.3021
C -0.7384 -0.1356 4.2973
S 0.3426 1.1057 3.6059
O 1.0675 0.5477 2.3655
C -0.8747 2.2636 3.0338
C -1.9354 1.8584 2.2290
C -2.8109 2.8168 1.7462
C -2.6231 4.1582 2.0623
C -1.5700 4.5482 2.8776
C -0.6873 3.5972 3.3708
H -1.2575 -0.6609 3.5027
H -1.4334 0.4016 4.9409
H -0.1318 -0.8237 4.8797
H -2.0831 0.8157 1.9746
H -3.6395 2.5153 1.1202
H -3.3008 4.9030 1.6663
H -1.4341 5.5917 3.1288
H 0.1408 3.8885 4.0056
*
```

The value obtained for the electronic energy is -182305.568 eV. As for the HOMO energy (alpha / beta): -10.7 / -10.6 eV. The energy relative to the best compared isomer or geometry (same formula, charge and spin) is 27.2 kJ/mol.

=====

# CH10O4

A 4-piece molecular cluster, CH10O4 overall (ωB97M-V with the def2-TZVPD basis set, OMol25).

```
! RIJCOSX wB97M-V def2-TZVPD def2/J DEFGRID3
* xyz 1 2
C 1.5854 0.4028 1.7608
O 2.7933 -0.1524 2.2486
H 1.6061 1.3227 2.1754
H 0.7089 -0.1522 2.0618
H 1.5975 0.5097 0.7361
H 2.7434 -0.1965 3.2577
H -0.6738 0.7134 -3.9085
H -0.6901 -0.7293 -3.2123
O -0.2469 0.1456 -3.2549
H -1.6656 1.0437 -1.0486
H -2.1354 2.0420 -2.2785
O -2.1356 1.8446 -1.3739
H -0.6124 -2.4253 0.3643
H -1.7984 -2.4380 1.3983
O -1.0765 -1.9308 1.0737
*
```

The value obtained for the electronic energy is -9377.464 eV. As for the HOMO energy (alpha / beta): -13.7 / -13.7 eV. The energy relative to the best compared isomer or geometry (same formula, charge and spin) is 78.9 kJ/mol.

=====

# C17H46F6N6O9S2

A 8-piece molecular cluster, C17H46F6N6O9S2 overall (ωB97M-V with the def2-TZVPD basis set, OMol25).

```
! RIJCOSX wB97M-V def2-TZVPD def2/J DEFGRID3
* xyz 0 1
N 2.8235 5.6938 1.5975
H 2.0708 5.1419 1.9836
H 3.5616 5.6951 2.2869
H 2.6393 6.6847 1.5320
H 3.1782 5.1105 0.8531
N 0.0074 1.2577 -1.7592
H -0.7698 1.4758 -2.3664
H 0.7918 1.8458 -2.0019
H 0.2432 0.2805 -1.8569
H -0.2306 1.4933 -0.8063
C 6.0364 -2.8112 3.7612
N 4.6647 -2.0873 3.6154
C 4.8834 -0.9017 2.6793
C 3.6540 -3.1097 2.9642
C 4.1668 -1.6650 5.0524
C 3.2995 -0.3448 5.0807
O 2.1428 -0.7870 4.4250
H 6.1671 -3.1784 2.7433
H 5.9114 -3.5402 4.5619
H 6.6878 -2.0446 4.1809
H 5.3369 -1.4087 1.8276
H 5.4665 -0.2018 3.2778
H 3.9017 -0.4920 2.4417
H 2.8444 -2.4143 2.7426
H 3.2985 -3.8366 3.6944
H 4.0414 -3.5924 2.0669
H 5.0802 -1.3283 5.5427
H 3.7010 -2.5243 5.5348
H 3.8502 0.5504 4.7921
H 3.0207 -0.0476 6.0917
H 1.9632 -0.1043 3.7744
C -1.7030 2.4715 -6.6488
F -2.3980 3.4362 -7.2854
F -1.0511 1.9930 -7.6478
F -0.8930 3.0670 -5.7454
S -2.9494 1.1488 -5.8631
O -3.9860 0.8021 -6.8579
O -2.1681 0.0163 -5.5805
N -3.4163 2.0965 -4.4826
S -4.7173 2.6973 -4.8217
O -4.7281 3.4287 -6.1104
O -6.0029 2.0408 -4.5073
C -4.6415 4.1985 -3.6660
F -4.8441 3.7825 -2.4370
F -3.3559 4.6127 -3.6525
F -5.4568 5.1901 -3.9912
C -2.8493 5.4178 3.7813
C -2.4515 3.9480 3.3612
O -1.3581 3.5962 2.5638
H -2.1940 5.9886 3.1234
H -2.5704 5.6862 4.8003
H -3.8868 5.6960 3.5963
H -3.3344 3.3880 3.0533
H -2.3052 3.4073 4.2963
C 7.1127 3.3517 -1.9688
C 5.8449 2.8098 -2.6188
O 4.7122 3.4286 -2.1942
H 7.1661 4.4321 -2.1030
H 8.0253 2.9919 -2.4438
H 7.1304 3.0323 -0.9268
H 5.8702 1.7360 -2.4338
H 6.0148 2.8404 -3.6950
C -6.2962 -3.4056 2.0294
O -7.5649 -3.4071 1.8470
N -5.6277 -2.3054 1.5379
C -4.2921 -1.9428 2.0678
C -6.4041 -1.2854 0.8919
H -5.5663 -4.0751 2.5102
H -3.7571 -2.8623 2.3051
H -4.3296 -1.3383 2.9740
H -3.7694 -1.3861 1.2900
H -7.1786 -1.6288 0.2061
H -6.7177 -0.5503 1.6330
H -5.7655 -0.7033 0.2275
C -0.4198 -5.1849 -2.6061
O -0.1107 -4.4096 -1.6896
N -1.1829 -6.2868 -2.5513
C -1.7370 -6.9284 -3.7907
C -1.5646 -6.8213 -1.3362
H -0.2281 -4.9463 -3.6638
H -1.4339 -6.3853 -4.6859
H -2.8222 -6.8285 -3.7681
H -1.4802 -7.9858 -3.7269
H -2.0322 -7.8058 -1.3221
H -0.6655 -7.0458 -0.7623
H -2.1031 -6.0235 -0.8247
*
```

The value obtained for the electronic energy is -83702.028 eV. As for the HOMO energy: -5.6 eV.

=====

# C4H9NO3

The molecule C4H9NO3 (ωB97M-V with the def2-TZVPD basis set, OMol25).

```
! RIJCOSX wB97M-V def2-TZVPD def2/J DEFGRID3
* xyz 0 1
C 0.3172 2.5982 -0.3753
C 0.6376 1.2354 0.1572
O 1.3765 1.0307 1.1134
O -0.0603 0.2786 -0.5039
C 0.0620 -1.0515 0.0144
C -0.2148 -2.0116 -1.1391
N -0.9374 -1.3009 1.0597
O -0.6188 -0.5100 2.2468
H -0.3292 2.5314 -1.2553
H -0.2094 3.1647 0.3974
H 1.2406 3.1063 -0.6615
H 1.0758 -1.2562 0.3816
H 0.5545 -1.9041 -1.9120
H -1.1755 -1.7954 -1.6205
H -0.2156 -3.0543 -0.8034
H -1.8104 -0.8671 0.7519
H 0.3073 -0.1942 2.1487
*
```

The value obtained for the electronic energy is -11925.216 eV. As for the HOMO energy: -9.1 eV. The energy relative to the best compared isomer or geometry (same formula, charge and spin) is 224.3 kJ/mol. As for the SMILES: CC(=O)O[C@H](C)NO.